{"formula": "C31H70N10O9", "method": "ωB97M-V with the def2-TZVPD basis set", "energy_ha": -2447.846102, "gap_ev": 9.293, "multiplicity": 1, "homo_ev": -8.719, "smiles": "CN(C)C=O.CN(C)C=O.CN(C)C=O.CN(C)C=O.CN(C)C=O.CN(C)C=O.CN(C)C=O.CN(C)C=O.CN(C)C=O.CCCC#N", "relative_energy_ev": 0.0000, "symbols": ["C", "N", "C", "C", "O", "H", "H", "H", "H", "H", "H", "H", "C", "N", "C", "C", "O", "H", "H", "H", "H", "H", "H", "H", "C", "N", "C", "C", "O", "H", "H", "H", "H", "H", "H", "H", "C", "N", "C", "C", "O", "H", "H", "H", "H", "H", "H", "H", "C", "N", "C", "C", "O", "H", "H", "H", "H", "H", "H", "H", "C", "N", "C", "C", "O", "H", "H", "H", "H", "H", "H", "H", "C", "N", "C", "C", "O", "H", "H", "H", "H", "H", "H", "H", "C", "N", "C", "C", "O", "H", "H", "H", "H", "H", "H", "H", "C", "N", "C", "C", "O", "H", "H", "H", "H", "H", "H", "H", "C", "C", "C", "C", "N", "H", "H", "H", "H", "H", "H", "H"], "xyz": [[5.3553, -1.3563, 1.3583], [5.3577, 0.0207, 0.9404], [5.8794, 1.0127, 1.8829], [5.1625, 0.3543, -0.3556], [4.8048, -0.4096, -1.2407], [5.9111, -1.3476, 2.2953], [5.8551, -2.0336, 0.6381], [4.3671, -1.7408, 1.5914], [5.1039, 1.3115, 2.6483], [6.7746, 0.6338, 2.3533], [6.1340, 1.9818, 1.3300], [5.3748, 1.3925, -0.6441], [-1.0963, 0.1294, -4.3677], [-0.9959, -1.3193, -4.1599], [-1.1111, -2.1756, -5.3223], [-1.1541, -1.8876, -2.9410], [-1.2157, -1.3091, -1.8855], [-2.1242, 0.4281, -4.4657], [-0.5945, 0.4672, -5.2610], [-0.6262, 0.6688, -3.5145], [-0.2148, -2.1462, -5.8727], [-1.1958, -3.2632, -5.1167], [-1.9475, -1.9200, -5.9426], [-1.1202, -3.0352, -2.9374], [-4.0797, 2.4492, -1.0090], [-4.2056, 1.1108, -1.5647], [-3.9511, -0.0003, -0.6163], [-4.0798, 0.7164, -2.8539], [-4.0170, -0.4483, -3.2379], [-5.0347, 2.8271, -0.8165], [-3.5780, 3.0867, -1.7307], [-3.5321, 2.4802, -0.0997], [-3.4354, 0.3811, 0.2730], [-4.8625, -0.4610, -0.2594], [-3.2833, -0.6755, -1.0197], [-4.0059, 1.5504, -3.5638], [-3.6370, 5.1007, 3.1045], [-2.2841, 4.7066, 3.5024], [-2.0543, 4.5542, 4.9294], [-1.4305, 4.2730, 2.6155], [-0.3269, 3.7994, 2.9295], [-3.9390, 5.9709, 3.7283], [-4.2488, 4.2256, 3.2831], [-3.7409, 5.2621, 2.0413], [-1.0072, 4.4318, 5.1314], [-2.5581, 5.3613, 5.5633], [-2.4185, 3.6203, 5.3181], [-1.7897, 4.2986, 1.5827], [-2.7492, -3.9206, -1.0254], [-3.2767, -4.8633, -0.0721], [-3.9721, -5.9659, -0.6587], [-3.3656, -4.6543, 1.2429], [-2.7698, -3.7476, 1.7997], [-1.8820, -4.2982, -1.6076], [-2.4377, -3.0103, -0.5860], [-3.4751, -3.7176, -1.8432], [-3.3366, -6.5622, -1.3344], [-4.3590, -6.6471, 0.1361], [-4.7594, -5.6322, -1.3570], [-3.9337, -5.4365, 1.7319], [1.2252, 6.1785, 0.8574], [2.3561, 5.3721, 0.4602], [3.0090, 5.7198, -0.8022], [2.6917, 4.2807, 1.0822], [3.5932, 3.5356, 0.8145], [0.3311, 5.9857, 0.2486], [1.4618, 7.2528, 0.8192], [1.1582, 6.0284, 1.9061], [3.3938, 6.7437, -0.6699], [3.7726, 4.9359, -0.9872], [2.3027, 5.7306, -1.6274], [2.0509, 4.0254, 1.9743], [-1.6322, -0.9353, 3.6378], [-2.7821, -0.1854, 3.2202], [-3.9672, -0.9802, 2.8325], [-2.6469, 1.1439, 2.9722], [-3.3624, 1.8876, 2.3277], [-1.1232, -1.5621, 2.8779], [-1.8684, -1.5466, 4.5316], [-0.8644, -0.2141, 3.9839], [-4.3650, -1.5476, 3.6712], [-4.8155, -0.3259, 2.4704], [-3.6749, -1.6104, 1.9746], [-1.6586, 1.4850, 3.3476], [1.7283, -3.6601, 2.6302], [2.1838, -5.0119, 2.8981], [1.7024, -6.0919, 2.0550], [3.2030, -5.2979, 3.7192], [3.5726, -6.4278, 3.9828], [0.7129, -3.5176, 3.0549], [1.7890, -3.5527, 1.5605], [2.4126, -2.9574, 3.1438], [2.4293, -6.9212, 2.0877], [0.7530, -6.4959, 2.3472], [1.6173, -5.7136, 1.0766], [3.5800, -4.3372, 4.1303], [3.1204, 1.0191, -5.9316], [2.4738, -0.1888, -5.4933], [2.3003, -0.3144, -4.0871], [2.1984, -1.1956, -6.3481], [1.8498, -2.2619, -5.9067], [4.0085, 1.2774, -5.3049], [2.5173, 1.8771, -5.7868], [3.3494, 1.0562, -6.9870], [1.6623, -1.2256, -3.9804], [3.3582, -0.5717, -3.6745], [1.7291, 0.5112, -3.6923], [2.2252, -0.9094, -7.3972], [1.6348, -0.8294, -0.0909], [1.0938, -0.0490, 1.1444], [1.1668, 1.4739, 0.9374], [0.2881, 1.8758, -0.1457], [-0.2375, 2.3081, -1.0509], [1.4163, -1.8532, -0.0186], [2.6774, -0.6860, -0.2990], [1.0589, -0.5341, -1.0010], [1.7296, -0.3258, 1.9475], [0.1004, -0.3769, 1.3643], [2.2089, 1.7824, 0.7182], [0.9331, 2.1062, 1.8069]], "mulliken_charge": [-1.068, 0.276, -0.927, -0.055, -0.643, 0.422, 0.322, 0.255, 0.230, 0.469, 0.271, 0.430, -1.195, 0.751, -0.951, -0.092, -0.085, 0.401, 0.395, 0.191, 0.182, 0.288, 0.364, -0.214, -0.655, 0.218, 0.189, -0.129, -0.606, 0.350, 0.384, -0.019, -0.365, 0.224, -0.158, 0.488, -0.904, 0.193, -0.904, 0.248, -0.702, 0.301, 0.311, 0.282, 0.312, 0.307, 0.305, 0.245, -1.028, 0.299, -0.915, 0.031, -0.526, 0.331, 0.195, 0.363, 0.309, 0.288, 0.333, 0.302, -1.081, 0.159, -0.912, 0.064, -0.645, 0.275, 0.380, 0.404, 0.320, 0.252, 0.321, 0.414, -0.992, 0.166, -0.544, 0.357, -0.616, 0.180, 0.356, 0.425, 0.407, 0.245, -0.071, 0.164, -0.795, 0.148, -0.983, 0.220, -0.603, 0.338, 0.275, 0.161, 0.332, 0.275, 0.369, 0.270, -0.945, 0.313, -0.954, 0.096, -0.601, 0.290, 0.346, 0.322, 0.052, 0.488, 0.323, 0.276, -0.249, 0.131, 0.771, 0.443, -0.779, 0.393, -0.404, -0.157, 0.634, -0.480, -0.485, 0.224]}

=====

{"formula": "C22H41N2O2OsP3Se", "method": "ωB97M-V with the def2-TZVPD basis set", "energy_ha": -4637.465681, "gap_ev": [4.785, 4.258], "total_charge": 4, "multiplicity": 5, "homo_ev": [-15.032, -19.503], "relative_energy_ev": 0.0000, "symbols": ["P", "C", "H", "H", "H", "C", "H", "H", "H", "C", "H", "H", "H", "P", "C", "H", "H", "H", "C", "H", "H", "H", "C", "H", "H", "H", "P", "C", "H", "H", "H", "C", "H", "H", "H", "C", "H", "H", "H", "Os", "C", "O", "C", "O", "C", "C", "C", "C", "C", "C", "H", "H", "H", "H", "H", "H", "C", "N", "C", "C", "N", "C", "C", "Se", "H", "H", "H", "H", "H", "H", "H", "H"], "xyz": [[3.3273, -1.1103, -0.2948], [3.7453, -0.6234, 1.4364], [4.8298, -0.4815, 1.5443], [3.3834, -1.3682, 2.1549], [3.2245, 0.3243, 1.6252], [4.3821, -2.6187, -0.4364], [4.7291, -2.7072, -1.4739], [3.7480, -3.4855, -0.2054], [5.2383, -2.5959, 0.2503], [4.4092, 0.1306, -1.1205], [5.4163, -0.2749, -1.2808], [4.4557, 1.0382, -0.5045], [3.9625, 0.3906, -2.0874], [-1.3178, 3.9469, -1.7397], [-1.4298, 4.4824, -0.0192], [-1.6226, 5.5634, 0.0082], [-0.4872, 4.2597, 0.4972], [-2.2482, 3.9440, 0.4768], [-0.1400, 5.0532, -2.5577], [-0.1632, 4.9252, -3.6476], [0.8716, 4.8197, -2.1979], [-0.3888, 6.0911, -2.2970], [-2.9764, 4.2060, -2.4252], [-3.1468, 5.2790, -2.5912], [-3.7075, 3.8242, -1.6986], [-3.0980, 3.6593, -3.3692], [-2.3864, -2.7535, -0.0352], [-3.0277, -2.6157, 1.6885], [-3.8125, -3.3626, 1.8734], [-3.4347, -1.6030, 1.8100], [-2.1957, -2.7398, 2.3934], [-3.9898, -2.5778, -0.9242], [-4.7484, -3.2420, -0.4884], [-3.8479, -2.8169, -1.9866], [-4.3196, -1.5325, -0.8401], [-2.1629, -4.5834, -0.1449], [-3.1314, -5.1014, -0.1150], [-1.5138, -4.9262, 0.6718], [-1.6609, -4.7917, -1.1010], [-0.5893, 1.4465, -2.0712], [0.7751, 1.8998, -0.7537], [1.5832, 2.1670, 0.0470], [-1.9326, 1.1363, -0.6858], [-2.7243, 0.9573, 0.1516], [-1.7464, 0.7819, -3.7605], [-1.2524, -0.3170, -3.0639], [0.1088, -0.4052, -2.7692], [0.9753, 0.5801, -3.2506], [0.4777, 1.6851, -3.9310], [-0.8876, 1.7896, -4.1892], [-2.8165, 0.8862, -3.9150], [-1.9339, -1.0683, -2.6705], [0.4836, -1.2186, -2.1500], [2.0343, 0.5327, -3.0078], [1.1448, 2.4993, -4.2053], [-1.2812, 2.6743, -4.6830], [1.8036, -3.5220, 3.7289], [1.2708, -2.2297, 4.1083], [1.3865, -1.6559, 5.3614], [0.7859, -0.4382, 5.2994], [0.3185, -0.2799, 4.0087], [-0.3754, 0.8970, 3.5306], [0.6433, -1.3702, 3.2411], [0.3458, -1.6329, 1.4380], [2.8576, -3.4484, 3.4230], [1.2198, -3.9132, 2.8885], [1.7235, -4.2016, 4.5860], [1.8703, -2.1691, 6.1729], [0.6361, 0.3225, 6.0451], [-1.1408, 1.1860, 4.2632], [0.3225, 1.7351, 3.3926], [-0.8514, 0.6681, 2.5721]], "mulliken_charge": [0.954, -1.013, 0.548, 0.113, 0.329, -1.378, 0.453, 0.377, 0.441, -1.200, 0.472, 0.398, 0.358, 0.456, -1.120, 0.472, 0.290, 0.343, -1.205, 0.329, 0.309, 0.492, -1.178, 0.454, 0.342, 0.312, 0.661, -1.128, 0.454, 0.353, 0.346, -1.214, 0.494, 0.440, 0.368, -1.209, 0.446, 0.363, 0.408, 1.564, 0.193, -0.534, 0.148, -0.513, -0.709, -0.512, 0.072, -0.384, -0.427, -0.840, 0.469, 0.381, 0.541, 0.182, 0.509, 0.656, -0.758, 0.332, -0.399, -0.395, 0.279, -0.752, -0.285, 0.353, 0.299, 0.249, 0.370, 0.553, 0.550, 0.382, 0.369, 0.131]}

=====

{"formula": "C5H20N2O5", "method": "ωB97M-V with the def2-TZVPD basis set", "energy_ha": -688.186614, "gap_ev": 9.055, "multiplicity": 1, "homo_ev": -8.598, "smiles": "CCNC(=O)CNC.O.O.O.O", "relative_energy_ev": 2.0617, "symbols": ["C", "C", "N", "C", "O", "C", "N", "C", "H", "H", "H", "H", "H", "H", "H", "H", "H", "H", "H", "H", "O", "H", "H", "O", "H", "H", "O", "H", "H", "O", "H", "H"], "xyz": [[1.1578, -1.9445, -2.2730], [2.0253, -1.6495, -1.0560], [1.3268, -1.4632, 0.1981], [0.3533, -0.5329, 0.3941], [-0.5252, -0.6874, 1.2481], [0.2307, 0.6839, -0.5243], [0.8775, 1.8014, 0.0721], [0.3675, 3.1398, 0.0179], [1.2487, -1.2421, -3.1088], [1.4388, -2.8547, -2.8122], [0.1042, -2.0660, -2.0151], [2.7264, -0.8427, -1.2606], [2.7020, -2.4947, -0.8947], [1.3060, -2.1622, 0.9146], [0.4929, 0.3507, -1.5471], [-0.8484, 0.8027, -0.6425], [1.8772, 1.7131, 0.0336], [1.1505, 3.8250, 0.3524], [-0.0510, 3.4447, -0.9424], [-0.4269, 3.3679, 0.7326], [0.9692, 1.5841, 3.1944], [1.2750, 0.7000, 2.9661], [0.3552, 1.3958, 3.9099], [-0.3290, -3.1006, 2.3584], [-0.2486, -2.9530, 1.4135], [-0.7980, -2.2916, 2.5778], [-3.2934, -0.2606, 0.2591], [-2.5443, -0.5549, 0.7895], [-3.9347, 0.2691, 0.7099], [-3.1160, 1.6910, -1.8153], [-3.5354, 1.1197, -1.1546], [-2.3340, 1.2119, -2.0955]], "mulliken_charge": [-1.125, -0.564, -0.129, 0.176, -0.716, 0.226, -0.114, -1.051, 0.356, 0.320, 0.326, 0.226, 0.499, 0.391, 0.310, -0.329, 0.230, 0.365, 0.328, 0.262, -0.596, 0.295, 0.303, -0.648, 0.295, 0.364, -0.671, 0.344, 0.326, -0.638, 0.340, 0.301]}

=====

{"formula": "C4H5NO", "method": "ωB97M-V with the def2-TZVPD basis set", "energy_ha": -285.270374, "gap_ev": [7.093, 7.094], "multiplicity": 1, "homo_ev": [-8.154, -8.155], "relative_energy_ev": 3.9242, "symbols": ["O", "C", "N", "C", "C", "C", "H", "H", "H", "H", "H"], "xyz": [[-0.2805, 0.0521, -2.7270], [0.5649, -0.4461, -2.0279], [0.6588, -0.2245, -0.6484], [-0.3231, 0.4310, 0.0073], [-0.5921, 0.4063, 1.3602], [0.3160, 0.1988, 2.4085], [1.3289, -1.1450, -2.4005], [1.3116, -0.7624, -0.0897], [-1.0238, 0.9163, -0.6679], [-1.6720, 0.5278, 1.4556], [-0.2886, 0.0457, 3.3299]], "mulliken_charge": [-0.476, 0.118, -0.154, -0.017, -0.345, -0.524, 0.343, 0.288, 0.363, 0.258, 0.145]}

=====

{"formula": "C6H12NO2S2", "method": "ωB97M-V with the def2-TZVPD basis set", "energy_ha": -1237.413298, "gap_ev": [6.179, 6.181], "total_charge": -1, "multiplicity": 1, "homo_ev": [-3.153, -3.154], "relative_energy_ev": 0.0000, "symbols": ["C", "C", "C", "C", "C", "C", "N", "O", "O", "S", "S", "H", "H", "H", "H", "H", "H", "H", "H", "H", "H", "H", "H"], "xyz": [[1.6085, 1.6496, 1.8337], [0.8890, -1.5728, -0.1852], [-1.5600, -1.5540, -0.7580], [-0.0386, 0.0236, -2.0245], [-0.2935, -0.8270, -0.7616], [-0.6540, 0.8279, 0.9274], [0.6368, 1.5352, 0.9330], [2.6919, 2.1433, 1.5324], [1.5236, 1.0335, 3.0331], [-1.8764, 2.0417, 0.3745], [-1.0965, -0.0789, 2.2567], [0.5914, -2.0120, 0.7423], [1.3797, -2.4477, -0.9055], [1.7458, -0.7949, -0.0464], [-1.4977, -2.5476, -1.1390], [-2.2567, -1.0042, -1.3741], [-1.8638, -1.8886, 0.3007], [0.7636, 0.6360, -1.6569], [-1.0693, 0.4836, -2.3112], [0.2258, -0.5649, -2.8810], [0.6717, 2.0772, 0.0258], [-1.2084, 2.3377, -0.8209], [0.6870, 0.5032, 2.9050]], "mulliken_charge": [0.599, -1.244, -1.565, -1.535, 1.371, 0.056, -0.084, -0.718, -0.434, -0.258, -0.577, 0.367, 0.272, 0.243, 0.452, 0.328, 0.253, 0.352, 0.234, 0.416, 0.207, 0.032, 0.232]}

=====

{"formula": "C2H8N2O", "method": "ωB97M-V with the def2-TZVPD basis set", "energy_ha": -265.702373, "gap_ev": 10.421, "multiplicity": 1, "homo_ev": -9.348, "smiles": "[H]/N=C/N.CO", "relative_energy_ev": 2.1979, "symbols": ["H", "N", "C", "N", "H", "H", "H", "C", "O", "H", "H", "H", "H"], "xyz": [[-3.1338, -0.8043, -3.2426], [-2.7779, -1.2641, -2.4000], [-2.8643, -2.5172, -2.5693], [-2.4934, -3.4434, -1.6048], [-2.9584, -3.0385, -3.5300], [-2.0113, -4.2566, -1.9199], [-2.8446, -3.5196, -0.6815], [2.8837, 3.3826, 2.7735], [3.9239, 2.8370, 1.9768], [2.5991, 4.3378, 2.3445], [3.3680, 3.6288, 3.7272], [2.0532, 2.6917, 2.9133], [4.2556, 1.9657, 2.2126]], "mulliken_charge": [0.254, -0.606, 0.144, -0.433, 0.246, 0.196, 0.199, -0.430, -0.519, 0.200, 0.225, 0.227, 0.296]}

=====

{"formula": "C6H14NO", "method": "ωB97M-V with the def2-TZVPD basis set", "energy_ha": -366.888987, "gap_ev": 5.267, "total_charge": -1, "multiplicity": 1, "homo_ev": -1.864, "smiles": "CCCN(C)CC[O-]", "relative_energy_ev": 3.0657, "symbols": ["C", "C", "C", "N", "C", "C", "C", "O", "H", "H", "H", "H", "H", "H", "H", "H", "H", "H", "H", "H", "H", "H"], "xyz": [[-2.2029, -3.0356, -0.0782], [-0.9070, -2.2202, -0.5883], [-0.6303, -1.0099, 0.3204], [0.1984, 0.0303, -0.3047], [-0.5830, 0.8971, -1.1291], [1.1848, 0.6609, 0.5104], [1.3718, 2.2554, 0.2534], [2.1555, 2.7147, 1.1907], [-3.1076, -2.3346, 0.1685], [-2.7001, -3.2795, -1.0771], [-2.2217, -3.8167, 0.5900], [-0.0536, -2.9081, -0.4554], [-1.0292, -2.0228, -1.6762], [-0.0015, -1.5030, 1.1317], [-1.6498, -0.6484, 0.6763], [-1.1969, 0.3173, -1.7795], [0.1721, 1.4262, -1.8068], [-1.2655, 1.6016, -0.4221], [2.1570, 0.2645, 0.2730], [0.8804, 0.4587, 1.5379], [0.4154, 2.8117, 0.4367], [1.5680, 2.4175, -0.7212]], "mulliken_charge": [-1.117, -0.357, -0.674, 0.219, -1.090, -0.453, -0.659, -0.885, 0.267, 0.279, 0.401, 0.204, 0.391, 0.328, 0.226, 0.348, 0.258, 0.291, 0.105, 0.378, 0.175, 0.365]}